Model 1:
Below is a single C3H4N4 molecule, with properties calculated with wB97M-V/def2-TZVPD.

```
! wB97M-V def2-TZVPD RIJCOSX def2/J DEFGRID3
* xyz 0 1
C 2.51 -1.32 -1.06
C 1.72 -0.85 -0.19
N 0.92 -0.29 0.49
N 0.46 0.90 0.63
N -0.62 1.35 0.84
N -1.74 0.74 1.30
C -2.73 0.68 0.50
H 3.34 -0.64 -1.13
H 2.47 -2.07 -1.73
H -2.67 1.11 -0.59
H -3.65 0.40 0.94
*
```

Frontier orbital gap: 9.112 eV
LUMO energy: 0.019 Eh
SMILES: C=C=N/N=N\N=C
HOMO: -0.3156 hartree

***

Model 2:
Below is 2 unconnected molecules or ions with the total composition C3H4N4, with properties calculated with wB97M-V/def2-TZVPD.

```
! wB97M-V def2-TZVPD RIJCOSX def2/J DEFGRID3
* xyz 0 1
N -1.55 0.28 -1.55
C -1.04 0.30 -0.33
C -0.23 -0.86 -0.08
N 0.41 -0.93 1.05
C 0.87 -1.00 2.15
N 1.89 1.85 1.06
N 1.41 2.11 0.11
H -1.40 -0.46 -2.24
H -2.13 1.04 -1.87
H -0.07 -1.71 -0.76
H 1.84 -0.61 2.45
*
```

Frontier orbital gap: 8.616 eV
LUMO energy: 0.013 Eh
HOMO: -0.3036 hartree

***

Model 3:
Below is a single C3H4N4 molecule, with properties calculated with wB97M-V/def2-TZVPD.

```
! wB97M-V def2-TZVPD RIJCOSX def2/J DEFGRID3
* xyz 0 1
N 1.84 -0.22 -0.78
C 0.55 0.10 -0.42
C 0.18 0.78 0.76
N -1.02 0.57 1.25
C -1.86 -0.14 0.47
N -1.65 -0.41 -0.80
N -0.41 -0.31 -1.25
H 2.48 -0.32 -0.01
H 1.84 -1.02 -1.40
H 0.84 1.48 1.28
H -2.79 -0.49 0.90
*
```

Frontier orbital gap: 9.510 eV
LUMO energy: 0.009 Eh
SMILES: Nc1cncnn1
HOMO: -0.3403 hartree

***

Going by the energies, model 3 is most stable and the next is 2.057 eV up.

***

Model 1:
Below is 2 unconnected molecules or ions with the total composition C4H12N2S, with properties calculated with wB97M-V/def2-TZVPD.

```
! wB97M-V def2-TZVPD RIJCOSX def2/J DEFGRID3
* xyz 0 1
C -0.18 0.77 0.70
N 0.80 -0.13 0.06
C 2.09 -0.19 0.71
N 2.90 -1.19 0.10
C -1.26 1.16 -0.34
C -1.83 -0.05 -1.22
S -2.02 -1.61 -0.09
H -0.62 0.37 1.65
H 0.45 1.70 0.87
H 0.25 -0.99 -0.02
H 1.96 -0.57 1.79
H 2.48 0.87 0.59
H 2.66 -1.14 -0.88
H 2.68 -2.16 0.42
H -2.04 1.73 0.13
H -0.72 1.76 -1.12
H -2.86 0.16 -1.51
H -1.22 -0.16 -2.10
H -3.50 -0.32 0.26
*
```

Frontier orbital gap: 7.520 eV
LUMO energy: -0.049 Eh
HOMO: -0.3251 hartree

***

Model 2:
Below is a single C4H12N2S molecule, with properties calculated with wB97M-V/def2-TZVPD.

```
! wB97M-V def2-TZVPD RIJCOSX def2/J DEFGRID3
* xyz 0 1
C -0.44 -0.15 -1.89
C -0.26 -0.13 -0.40
C 0.77 0.97 -0.34
S -0.15 2.83 -0.53
N 0.47 -1.24 0.22
C -0.18 -1.79 1.50
N 0.11 -3.17 1.93
H 0.43 -0.39 -2.48
H -1.20 -0.91 -2.27
H -0.99 0.71 -2.14
H -0.92 0.25 0.28
H 1.24 1.27 0.57
H 1.55 0.93 -1.07
H -1.02 2.37 0.41
H 0.64 -1.97 -0.49
H 0.15 -1.08 2.30
H -1.37 -1.62 1.38
H -0.53 -3.88 1.71
H 1.00 -3.50 2.03
*
```

Frontier orbital gap: 9.718 eV
LUMO energy: 0.035 Eh
SMILES: C[C@H](CS)NCN
HOMO: -0.3223 hartree

***

Model 3:
Below is a single C4H12N2S molecule, with properties calculated with wB97M-V/def2-TZVPD.

```
! wB97M-V def2-TZVPD RIJCOSX def2/J DEFGRID3
* xyz 0 1
N 1.84 0.13 2.15
C 1.58 -0.80 0.97
C 1.33 0.12 -0.33
N -0.01 0.61 -0.44
C -0.94 -0.25 -1.19
C -2.36 -0.20 -0.75
S -3.31 1.38 -0.95
H 1.96 -0.33 3.05
H 2.46 0.87 2.13
H 2.46 -1.37 0.78
H 0.68 -1.40 1.26
H 1.73 -0.34 -1.24
H 1.99 1.02 -0.10
H -0.31 1.00 0.41
H -0.55 -1.26 -1.29
H -0.86 -0.11 -2.32
H -2.98 -0.81 -1.36
H -2.38 -0.55 0.27
H -2.33 2.31 -1.06
*
```

Frontier orbital gap: 9.464 eV
LUMO energy: 0.040 Eh
SMILES: NCCNCCS
HOMO: -0.3083 hartree

***

Going by the energies, model 3 is most stable and the next is 0.989 eV up.

***

Model 1:
Below is a single C4H12N2S molecule, with properties calculated with wB97M-V/def2-TZVPD.

```
! wB97M-V def2-TZVPD RIJCOSX def2/J DEFGRID3
* xyz 0 1
N -2.39 0.44 -0.92
C -0.97 0.59 -0.64
C -0.27 -0.63 0.03
N -1.14 -1.49 0.79
C 0.88 -0.17 0.92
C 1.87 0.84 0.26
S 3.53 0.17 -0.06
H -2.62 -0.42 -1.40
H -3.04 0.71 -0.21
H -0.50 0.88 -1.59
H -0.88 1.41 0.06
H 0.20 -1.23 -0.76
H -1.74 -2.04 0.19
H -1.75 -0.93 1.39
H 1.48 -1.05 1.19
H 0.52 0.22 1.87
H 1.96 1.71 0.91
H 1.52 1.17 -0.71
H 3.33 -0.18 -1.31
*
```

Frontier orbital gap: 9.831 eV
LUMO energy: 0.032 Eh
SMILES: NC[C@H](N)CCS
HOMO: -0.3293 hartree

***

Model 2:
Below is 2 unconnected molecules or ions with the total composition C4H12N2S, with properties calculated with wB97M-V/def2-TZVPD.

```
! wB97M-V def2-TZVPD RIJCOSX def2/J DEFGRID3
* xyz 0 1
C 0.06 0.19 1.04
N -0.95 -0.56 0.37
C -2.03 0.31 -0.22
N -2.32 0.03 -1.60
C 1.37 -0.59 1.08
C 2.27 -0.24 -0.14
S 1.39 -0.26 -1.73
H 0.29 1.10 0.29
H -0.24 0.56 2.01
H -0.41 -0.94 -0.44
H -1.74 1.35 -0.15
H -2.92 0.18 0.39
H -2.70 -0.91 -1.73
H -1.45 0.05 -2.12
H 1.88 -0.34 2.02
H 1.12 -1.65 1.08
H 2.70 0.76 0.01
H 3.11 -0.93 -0.13
H 0.55 1.90 -0.02
*
```

Frontier orbital gap: 5.648 eV
LUMO energy: -0.069 Eh
HOMO: -0.2767 hartree

***

Going by the energies, model 1 is most stable and the next is 4.265 eV up.

***

Model 1:
Below is a single C4H12N2S molecule, with properties calculated with wB97M-V/def2-TZVPD.

```
! wB97M-V def2-TZVPD RIJCOSX def2/J DEFGRID3
* xyz 0 1
N -2.32 -1.13 0.91
C -2.20 -0.15 -0.17
C -1.14 0.88 0.17
N 0.19 0.26 0.29
C 1.18 0.71 -0.65
C 2.43 -0.14 -0.60
S 3.20 -0.24 1.03
H -1.39 -1.48 1.12
H -2.87 -1.94 0.61
H -3.16 0.35 -0.31
H -1.94 -0.62 -1.11
H -1.15 1.60 -0.65
H -1.38 1.35 1.11
H 0.52 0.33 1.24
H 0.77 0.61 -1.66
H 1.48 1.76 -0.53
H 3.14 0.23 -1.33
H 2.21 -1.14 -0.95
H 2.43 -1.23 1.48
*
```

Frontier orbital gap: 9.747 eV
LUMO energy: 0.035 Eh
SMILES: NCCNCCS
HOMO: -0.3235 hartree

***

Model 2:
Below is a single C4H12N2S molecule, with properties calculated with wB97M-V/def2-TZVPD.

```
! wB97M-V def2-TZVPD RIJCOSX def2/J DEFGRID3
* xyz 0 1
C 0.06 1.26 1.08
C -0.10 -0.06 0.36
C -1.29 -0.03 -0.65
C -0.07 -1.27 1.35
S 1.39 -0.07 -0.78
N 1.67 -1.52 -1.15
N 1.23 1.21 -2.03
H -0.15 2.15 0.36
H -0.57 1.23 1.95
H 1.09 1.52 1.44
H -1.50 -1.03 -0.98
H -0.99 0.56 -1.47
H -2.12 0.53 -0.23
H 0.20 -0.93 2.38
H -0.87 -1.98 1.34
H 0.79 -1.81 0.99
H 2.47 0.37 -0.12
H 2.36 -1.72 -1.77
H 0.83 0.78 -2.89
*
```

Frontier orbital gap: 8.960 eV
LUMO energy: 0.021 Eh
SMILES: CC(C)(C)[SH](=N)=N
HOMO: -0.3081 hartree

***

Model 3:
Below is a single C4H12N2S molecule, with properties calculated with wB97M-V/def2-TZVPD.

```
! wB97M-V def2-TZVPD RIJCOSX def2/J DEFGRID3
* xyz 0 1
N 0.59 -1.96 -0.83
C -0.60 -1.37 -1.43
N -1.02 -0.08 -0.98
C -0.10 1.01 -0.77
C -0.15 1.63 0.63
C 0.17 0.65 1.74
S 1.95 0.31 1.94
H 1.27 -1.25 -0.57
H 0.32 -2.26 0.12
H -0.42 -1.35 -2.51
H -1.44 -2.05 -1.28
H -1.91 0.09 -0.55
H 0.92 0.78 -1.05
H -0.31 1.80 -1.50
H 0.49 2.51 0.66
H -1.19 1.89 0.74
H -0.26 0.93 2.70
H -0.26 -0.31 1.45
H 1.97 -0.95 1.48
*
```

Frontier orbital gap: 9.404 eV
LUMO energy: 0.032 Eh
SMILES: NCNCCCS
HOMO: -0.3136 hartree

***

Model 4:
Below is 2 unconnected molecules or ions with the total composition C4H12N2S, with properties calculated with wB97M-V/def2-TZVPD.

```
! wB97M-V def2-TZVPD RIJCOSX def2/J DEFGRID3
* xyz 0 1
C -0.44 -1.95 0.95
C 0.28 -0.56 0.72
C -0.86 0.49 -0.01
S -2.40 0.47 0.79
N 1.37 -0.85 -0.16
C 2.37 0.13 -0.10
N 2.28 1.22 -1.27
H -0.29 -2.34 1.97
H -1.44 -2.06 0.55
H 0.19 -2.63 0.41
H -5.35 1.72 -0.46
H -0.24 1.39 -0.09
H -0.97 -0.01 -0.96
H -5.78 2.23 -0.81
H 0.61 -0.07 1.69
H 2.45 0.85 0.72
H 3.38 -0.34 -0.25
H 1.67 0.89 -2.02
H 3.19 1.43 -1.67
*
```

Frontier orbital gap: 5.452 eV
LUMO energy: -0.110 Eh
HOMO: -0.3101 hartree

***

Going by the energies, model 1 is most stable and the next is 0.356 eV up.

***

Model 1:
Below is 2 unconnected molecules or ions with the total composition C4H12N2S, with properties calculated with wB97M-V/def2-TZVPD.

```
! wB97M-V def2-TZVPD RIJCOSX def2/J DEFGRID3
* xyz 0 1
C 0.65 -1.14 -1.90
C 0.03 -0.10 -0.99
C 0.85 0.02 0.38
S 2.49 0.58 0.05
N -1.29 -0.39 -0.73
C -2.03 0.71 -0.26
N -2.41 0.43 1.16
H 0.10 -1.21 -2.84
H 1.68 -0.82 -2.12
H 0.62 -2.13 -1.46
H 3.45 0.01 3.39
H 0.35 0.71 1.05
H 0.87 -0.96 0.87
H 3.20 0.10 2.67
H 0.11 0.89 -1.46
H -1.48 1.66 -0.30
H -2.97 0.82 -0.79
H -1.90 -0.38 1.48
H -2.33 1.21 1.79
*
```

Frontier orbital gap: 5.258 eV
LUMO energy: -0.114 Eh
HOMO: -0.3077 hartree

***

Model 2:
Below is a single C4H12N2S molecule, with properties calculated with wB97M-V/def2-TZVPD.

```
! wB97M-V def2-TZVPD RIJCOSX def2/J DEFGRID3
* xyz 0 1
N -0.51 -1.80 0.66
C -0.56 -1.49 -0.68
C 0.85 -0.83 -1.08
N 0.75 0.59 -1.02
C 0.89 1.05 0.29
C -0.34 1.91 0.88
S -1.79 1.12 1.57
H 0.01 -2.70 1.02
H -1.35 -1.65 1.18
H -0.59 -2.41 -1.25
H -1.47 -1.02 -1.15
H 1.14 -1.18 -2.07
H 1.85 -1.05 -0.55
H 1.44 0.95 -1.70
H 1.79 1.79 0.30
H 1.15 0.22 0.88
H 0.12 2.39 1.81
H -0.63 2.76 0.28
H -2.75 1.38 0.65
*
```

Frontier orbital gap: 9.129 eV
LUMO energy: 0.035 Eh
SMILES: NCCNCCS
HOMO: -0.3001 hartree

***

Model 3:
Below is a single C4H12N2S molecule, with properties calculated with wB97M-V/def2-TZVPD.

```
! wB97M-V def2-TZVPD RIJCOSX def2/J DEFGRID3
* xyz 0 1
C 1.38 0.61 -1.94
N 0.17 1.05 -1.30
C -0.21 0.54 0.13
C -0.73 -0.95 -0.13
N -1.85 -1.08 0.72
C 0.82 0.76 1.17
S 0.48 0.03 2.95
H 1.30 -0.10 -2.73
H 2.09 -0.01 -1.26
H 1.82 1.46 -2.32
H -0.70 1.10 -1.78
H -1.12 1.06 0.44
H -1.06 -1.03 -1.22
H 0.08 -1.80 0.05
H -1.78 -1.82 1.42
H -2.85 -0.98 0.40
H 0.99 1.91 1.34
H 1.75 0.15 1.10
H -0.58 -0.90 2.95
*
```

Frontier orbital gap: 9.022 eV
LUMO energy: 0.031 Eh
SMILES: CN[C@@H](CN)CS
HOMO: -0.3010 hartree

***

Going by the energies, model 2 is most stable and the next is 0.247 eV up.

***

Model 1:
Below is a single C4H12N2S molecule, with properties calculated with wB97M-V/def2-TZVPD.

```
! wB97M-V def2-TZVPD RIJCOSX def2/J DEFGRID3
* xyz 0 1
C 2.12 -1.61 -0.21
N 0.72 -1.76 0.18
C -0.23 -1.11 -0.71
C 0.02 0.35 -1.00
N -1.15 0.88 -1.68
C 0.34 1.09 0.31
S -1.06 1.15 1.48
H 2.25 -1.49 -1.30
H 2.66 -2.51 0.08
H 2.60 -0.72 0.18
H 0.55 -2.75 0.15
H -0.35 -1.65 -1.66
H -1.21 -1.30 -0.24
H 0.91 0.48 -1.62
H -0.99 1.80 -2.07
H -1.87 1.03 -0.98
H 1.10 0.54 0.85
H 0.63 2.14 0.17
H -0.85 -0.06 2.01
*
```

Frontier orbital gap: 9.900 eV
LUMO energy: 0.035 Eh
SMILES: CNC[C@@H](N)CS
HOMO: -0.3288 hartree

***

Model 2:
Below is 2 unconnected molecules or ions with the total composition C4H12N2S, with properties calculated with wB97M-V/def2-TZVPD.

```
! wB97M-V def2-TZVPD RIJCOSX def2/J DEFGRID3
* xyz 0 1
C 0.33 2.80 0.64
N 1.52 2.75 1.03
C 2.48 2.07 0.18
H -0.43 3.27 1.25
H 0.04 2.39 -0.34
H 3.24 2.78 -0.15
H 2.01 1.59 -0.68
H 2.98 1.30 0.77
N -1.13 -2.44 1.33
C -0.84 -2.43 -0.10
C -1.38 -1.14 -0.70
S -0.96 -1.04 -2.46
H -0.58 -3.14 1.82
H -0.90 -1.55 1.76
H -1.38 -3.26 -0.55
H 0.23 -2.53 -0.33
H -2.45 -1.12 -0.57
H -0.97 -0.28 -0.15
H -1.79 -0.04 -2.77
*
```

Frontier orbital gap: 9.964 eV
LUMO energy: 0.028 Eh
SMILES: C=NC.NCCS
HOMO: -0.3378 hartree

***

Going by the energies, model 1 is most stable and the next is 0.737 eV up.